The following is a quantum chemistry calculation of a cluster of 12 separate species, C20H68O24P4 in total at a distorted geometry, from the Open Molecules 2025 dataset.

Geometry as ORCA input:
```
! wB97M-V def2-TZVPD RIJCOSX def2/J DEFGRID3
* xyz 0 1
C -8.019 -0.472 -1.116
O -9.062 -1.001 -0.276
P -10.349 -1.618 -0.927
O -11.023 -0.832 -2.008
O -9.764 -3.033 -1.379
C -10.453 -3.954 -2.259
O -11.349 -1.934 0.342
C -12.644 -2.527 0.130
H -7.826 0.565 -0.841
H -8.320 -0.509 -2.163
H -7.138 -1.105 -1.011
H -10.580 -4.929 -1.789
H -9.737 -4.057 -3.074
H -11.410 -3.606 -2.650
H -12.674 -3.484 0.651
H -12.915 -2.688 -0.913
H -13.466 -1.927 0.522
C -4.060 4.154 -8.458
O -2.994 3.391 -7.797
P -3.294 2.488 -6.452
O -2.109 1.738 -5.982
O -4.672 1.667 -6.780
C -4.630 0.323 -7.138
O -3.790 3.574 -5.408
C -2.883 4.502 -4.891
H -5.055 3.787 -8.206
H -3.964 4.024 -9.536
H -4.109 5.191 -8.126
H -5.553 -0.204 -6.900
H -3.778 -0.288 -6.838
H -4.630 0.337 -8.228
H -2.022 4.703 -5.528
H -2.577 4.107 -3.922
H -3.353 5.464 -4.687
C 8.848 4.419 1.569
O 8.229 5.675 1.579
P 7.003 6.073 2.594
O 7.123 5.543 3.969
O 5.697 5.559 1.752
C 5.095 4.355 2.145
O 6.911 7.697 2.548
C 6.580 8.390 1.360
H 8.911 3.997 0.566
H 8.330 3.736 2.241
H 9.899 4.445 1.857
H 5.258 3.625 1.352
H 4.009 4.365 2.246
H 5.593 3.866 2.982
H 6.166 7.759 0.573
H 7.452 8.849 0.896
H 5.862 9.153 1.660
C 4.157 -4.154 9.672
O 3.175 -3.490 8.863
P 3.642 -2.594 7.527
O 4.812 -1.719 7.738
O 3.809 -3.709 6.365
C 2.670 -4.536 6.070
O 2.280 -1.780 7.027
C 1.758 -0.760 7.877
H 3.976 -5.215 9.845
H 4.381 -3.687 10.631
H 5.044 -4.154 9.038
H 2.245 -4.888 7.010
H 2.972 -5.421 5.511
H 1.913 -4.003 5.494
H 1.991 0.147 7.319
H 2.256 -0.624 8.837
H 0.672 -0.843 7.901
C 0.479 -0.889 -0.320
O 0.212 0.457 -0.699
H -0.268 -1.531 -0.787
H 1.528 -1.146 -0.468
H 0.238 -0.979 0.740
H 0.094 0.510 -1.650
C -3.905 3.279 4.692
O -4.218 3.312 6.056
H -3.477 4.210 4.321
H -3.333 2.393 4.417
H -4.822 3.140 4.119
H -4.441 2.397 6.242
C -4.732 -2.618 5.860
O -4.825 -1.815 7.026
H -4.029 -2.287 5.095
H -4.533 -3.672 6.057
H -5.690 -2.675 5.342
H -4.613 -2.378 7.774
C 5.946 0.315 -5.184
O 5.932 -0.653 -6.267
H 5.021 0.422 -4.618
H 6.606 0.051 -4.358
H 6.222 1.271 -5.631
H 5.318 -1.308 -5.928
C 0.809 -8.530 -1.238
O 1.142 -7.133 -1.276
H 1.642 -9.098 -1.654
H 0.614 -8.862 -0.219
H -0.072 -8.751 -1.840
H 0.322 -6.702 -1.023
C 3.665 5.467 -4.322
O 4.476 6.219 -5.166
H 3.015 6.183 -3.819
H 3.037 4.868 -4.981
H 4.207 5.030 -3.483
H 3.917 6.880 -5.582
C 7.487 -2.677 1.371
O 8.391 -2.110 0.436
H 6.512 -2.954 0.969
H 8.033 -3.561 1.698
H 7.357 -2.011 2.224
H 9.299 -2.152 0.745
C 1.972 -4.586 -6.246
O 3.053 -4.598 -5.301
H 2.450 -4.542 -7.225
H 1.370 -5.494 -6.223
H 1.385 -3.672 -6.164
H 2.688 -4.941 -4.482
*
```

Calculated values
**SMILES string**: COP(=O)(OC)OC.COP(=O)(OC)OC.COP(=O)(OC)OC.COP(=O)(OC)OC.CO.CO.CO.CO.CO.CO.CO.CO
**ΔE to the lowest compared entry with this formula, charge and spin**: 315.1 kJ/mol
**HOMO-LUMO gap**: 10.17 eV

---

The following is a quantum chemistry calculation of a cluster of 15 separate species, C20H70N12O15 in total at a distorted geometry, from the Open Molecules 2025 dataset.

Geometry as ORCA input:
```
! wB97M-V def2-TZVPD RIJCOSX def2/J DEFGRID3
* xyz 0 1
C 1.651 -5.092 0.652
C 1.827 -4.051 1.708
O 1.169 -2.907 1.349
H 2.344 -5.924 0.800
H 1.954 -4.928 -0.337
H 0.716 -5.645 0.594
H 2.863 -3.875 1.917
H 1.500 -4.393 2.675
H 0.866 -2.552 2.195
C 2.196 1.244 -5.060
C 2.100 0.297 -3.789
O 3.274 -0.444 -3.713
H 2.167 0.654 -6.004
H 3.154 1.815 -5.094
H 1.392 1.954 -5.011
H 1.250 -0.392 -3.969
H 1.823 0.753 -2.810
H 3.779 0.025 -3.013
C 4.203 -1.361 0.669
C 3.966 0.020 0.091
O 3.000 0.715 0.898
H 5.157 -1.701 0.239
H 3.430 -2.042 0.329
H 4.220 -1.400 1.754
H 3.551 -0.129 -0.883
H 4.871 0.639 -0.063
H 2.995 1.655 0.648
C 1.579 5.351 3.116
C 2.205 4.008 3.242
O 1.904 3.283 2.031
H 1.237 5.664 4.107
H 0.680 5.364 2.551
H 2.217 6.172 2.751
H 1.741 3.530 4.007
H 3.265 4.042 3.396
H 0.956 2.902 2.093
C -4.012 -2.101 -2.187
C -2.649 -2.591 -2.686
O -1.690 -1.921 -1.958
H -4.279 -2.612 -1.311
H -4.691 -2.442 -3.049
H -4.200 -1.089 -2.088
H -2.577 -2.394 -3.756
H -2.388 -3.653 -2.555
H -1.279 -2.672 -1.486
C -2.868 -1.803 2.750
O -3.200 -3.002 3.359
N -3.021 -1.730 1.450
N -2.233 -0.771 3.225
H -3.639 -2.485 1.125
H -2.766 -0.945 0.756
H -2.009 -0.713 4.201
H -1.969 0.112 2.746
C -2.114 -4.388 0.184
O -3.375 -4.225 0.798
N -1.273 -3.395 0.279
N -1.649 -5.474 -0.331
H -1.739 -2.527 0.751
H -0.261 -3.585 0.269
H -2.228 -6.277 -0.450
H -0.758 -5.485 -0.871
C -4.111 1.323 -0.522
O -3.055 0.467 -0.134
N -4.186 1.900 -1.713
N -4.888 1.871 0.352
H -3.277 1.917 -2.219
H -4.921 2.607 -1.941
H -4.794 1.796 1.387
H -5.292 2.836 0.160
C 1.765 -1.013 4.006
O 2.481 -1.254 5.153
N 0.570 -1.544 3.802
N 2.073 0.008 3.286
H 0.234 -2.151 4.533
H -0.242 -1.131 3.251
H 2.943 0.482 3.659
H 1.982 0.097 2.202
C -0.916 1.898 3.562
O -0.818 1.703 4.992
N -1.976 2.409 2.986
N 0.005 1.486 2.704
H -2.824 2.506 3.585
H -2.099 2.732 1.970
H 0.879 0.993 3.165
H -0.044 1.572 1.656
C -1.155 1.517 -3.605
O -0.785 2.369 -4.580
N -1.159 0.235 -3.793
N -1.582 2.013 -2.461
H -0.627 0.003 -4.619
H -1.284 -0.505 -3.007
H -1.564 3.089 -2.450
H -1.351 1.456 -1.571
C 0.234 0.081 -0.378
O -0.036 1.392 -0.127
H 0.046 -0.191 -1.356
H -0.403 -0.473 0.299
H 1.196 -0.365 -0.162
H 0.463 1.965 -0.735
C 1.617 3.517 -1.977
O 2.284 2.563 -1.141
H 1.550 3.194 -3.026
H 2.327 4.305 -2.059
H 0.680 3.778 -1.545
H 3.150 2.566 -1.483
C 1.713 -3.092 -2.245
O 1.584 -3.163 -3.645
H 0.780 -3.269 -1.623
H 1.936 -2.045 -2.015
H 2.575 -3.467 -1.758
H 2.463 -2.876 -4.002
C -1.144 4.528 0.538
O -2.325 3.880 0.114
H -0.659 4.836 -0.447
H -0.542 3.805 1.086
H -1.202 5.295 1.233
H -2.648 4.479 -0.518
*
```

Calculated values
**ΔE to the lowest compared entry with this formula, charge and spin**: 351.2 kJ/mol
**HOMO-LUMO gap**: 7.72 eV

---

The following is a quantum chemistry calculation of a structure of composition C20H76MnN36O20 at a distorted geometry, from the Open Molecules 2025 dataset.

Geometry as ORCA input:
```
! wB97M-V def2-TZVPD RIJCOSX def2/J DEFGRID3
* xyz 0 6
Mn 2.122 1.847 1.323
O 0.324 1.052 1.921
C -0.030 0.119 0.907
C 0.957 -0.183 -0.307
O 2.059 0.662 -0.453
H -0.786 0.760 0.454
H -0.446 -0.825 1.259
H 0.321 -0.051 -1.183
H 1.250 -1.225 -0.434
C -3.784 -4.194 2.054
O -5.009 -4.085 1.939
N -2.942 -3.495 1.400
N -3.131 -4.955 2.925
H -1.945 -3.603 1.520
H -3.270 -2.763 0.786
H -3.614 -5.564 3.570
H -2.122 -4.921 2.921
C 1.554 -4.713 0.559
O 1.465 -5.961 0.609
N 1.018 -3.913 1.404
N 2.397 -4.019 -0.183
H 0.449 -4.304 2.140
H 1.336 -2.959 1.507
H 2.510 -3.036 0.023
H 2.976 -4.494 -0.860
C 5.100 2.540 0.156
O 4.087 2.679 0.804
N 6.171 2.355 0.745
N 5.246 2.492 -1.115
H 7.053 2.058 0.352
H 6.109 2.320 1.752
H 6.159 2.276 -1.489
H 4.389 2.662 -1.621
C -0.930 3.462 -5.078
O -1.425 4.618 -5.079
N -1.238 2.641 -4.093
N -0.060 2.931 -5.854
H -2.033 2.748 -3.479
H -0.943 1.677 -4.151
H 0.330 3.359 -6.682
H 0.266 1.994 -5.665
C 0.234 3.755 -0.413
O 1.273 3.488 0.127
N -0.310 3.004 -1.365
N -0.516 4.679 0.066
H 0.311 2.493 -1.976
H -1.265 3.156 -1.658
H -1.473 4.607 -0.247
H 0.019 5.300 0.657
C -0.661 -0.159 4.968
O -0.910 -0.503 6.102
N -0.510 1.090 4.642
N -0.619 -0.907 3.989
H -0.967 1.720 5.285
H -0.360 1.403 3.694
H -0.148 -0.557 3.166
H -0.661 -1.904 4.144
C -5.356 -1.330 -0.415
O -4.398 -1.918 -0.989
N -5.436 -0.865 0.838
N -6.382 -0.765 -1.047
H -6.325 -0.424 1.027
H -4.817 -1.232 1.548
H -6.300 -0.851 -2.050
H -7.181 -0.364 -0.576
C 4.211 1.219 -3.839
O 5.140 0.633 -3.368
N 3.037 1.374 -3.311
N 4.118 1.778 -5.025
H 2.728 0.817 -2.527
H 2.517 2.191 -3.596
H 4.784 1.675 -5.778
H 3.173 2.042 -5.265
C 3.051 4.607 3.009
O 2.367 3.594 2.981
N 4.229 4.652 3.507
N 2.558 5.832 2.937
H 4.971 3.988 3.339
H 4.509 5.621 3.557
H 1.555 5.791 2.831
H 3.047 6.543 3.462
C -3.556 2.046 -1.859
O -3.173 3.210 -1.678
N -4.744 1.736 -2.449
N -2.917 1.014 -1.492
H -5.095 0.801 -2.599
H -5.395 2.501 -2.560
H -2.054 1.144 -0.984
H -3.377 0.115 -1.510
C 5.185 -1.841 -0.857
O 5.946 -2.598 -0.307
N 4.767 -0.788 -0.311
N 4.314 -2.125 -1.763
H 3.897 -0.493 -0.731
H 5.305 -0.229 0.335
H 4.304 -3.002 -2.263
H 3.943 -1.312 -2.233
C 3.387 -0.018 3.452
O 3.300 0.728 2.522
N 3.893 -1.223 3.451
N 2.734 0.124 4.587
H 4.372 -1.387 2.577
H 4.243 -1.482 4.362
H 2.602 -0.815 4.934
H 2.031 0.850 4.582
C 4.439 -4.519 2.978
O 3.490 -5.204 3.198
N 4.673 -3.759 1.979
N 5.411 -4.478 3.906
H 5.493 -3.172 2.025
H 4.154 -3.497 1.153
H 5.211 -4.956 4.773
H 6.267 -3.948 3.820
C -3.264 2.794 2.572
O -4.302 3.409 2.619
N -3.222 1.472 2.888
N -2.022 3.303 2.279
H -2.307 1.046 2.938
H -4.052 0.916 3.036
H -1.969 4.160 1.749
H -1.125 2.840 2.263
C -4.409 -0.188 -5.261
O -4.737 -0.469 -4.102
N -5.262 0.254 -6.214
N -3.175 -0.128 -5.716
H -4.973 0.652 -7.096
H -6.240 0.298 -5.965
H -2.453 -0.494 -5.112
H -3.063 0.121 -6.688
C 0.579 -0.784 -4.627
O 0.381 0.430 -4.807
N 0.327 -1.634 -5.582
N 1.210 -1.290 -3.563
H -0.284 -1.326 -6.325
H 0.404 -2.613 -5.344
H 1.131 -2.295 -3.497
H 1.453 -0.639 -2.830
C -4.941 -0.357 5.083
O -5.068 -0.642 3.917
N -5.909 -0.230 5.978
N -3.874 -0.039 5.740
H -5.807 0.049 6.944
H -6.843 -0.477 5.685
H -3.874 0.183 6.725
H -2.998 -0.125 5.244
C -1.802 -3.306 -3.032
O -1.129 -3.897 -3.810
N -1.614 -3.145 -1.803
N -2.996 -2.842 -3.408
H -2.346 -2.859 -1.169
H -0.754 -3.514 -1.423
H -3.342 -2.944 -4.352
H -3.550 -2.369 -2.709
*
```

Calculated values
**HOMO-LUMO gap (alpha / beta)**: 7.50 / 7.97 eV

---

Calculated total energy across the listed records, respectively: -108139.984; -70462.305; -147899.167 eV.